A structure of composition H24KrO12, computed with ωB97M-V with the def2-TZVPD basis set.

Values from the calculation:
orbital gap: 9.749 eV
E: -99890.401 eV
maximum force: 1.0 eV/A

Last column: natural (NBO) charge in e.
Atoms and positions in Å:
Kr 0.403 0.033 0.007  0.00
O 3.349 -2.264 -1.811  -0.95
H 3.670 -1.757 -1.066  0.48
H 3.931 -2.025 -2.532  0.47
O -2.413 1.158 2.129  -0.98
H -2.376 0.201 2.139  0.50
H -3.327 1.360 1.926  0.46
O -2.068 -1.536 1.989  -0.98
H -1.827 -1.912 1.143  0.50
H -1.628 -2.092 2.632  0.49
O 1.309 2.433 -2.968  -0.95
H 2.167 2.152 -2.648  0.48
H 1.497 2.901 -3.781  0.48
O 2.795 -1.735 2.807  -0.95
H 3.440 -2.426 2.954  0.46
H 2.038 -2.187 2.434  0.49
O 1.239 -3.317 0.839  -0.97
H 1.992 -3.135 0.276  0.48
H 0.485 -3.285 0.250  0.50
O 2.437 1.934 2.428  -0.96
H 2.049 1.128 2.087  0.46
H 1.725 2.573 2.399  0.49
O -2.701 1.643 -1.290  -0.95
H -3.209 1.892 -2.063  0.47
H -3.181 0.906 -0.914  0.48
O -0.210 3.354 1.949  -0.99
H -0.269 3.399 0.995  0.49
H -0.900 2.741 2.203  0.49
O -1.459 -1.293 -2.701  -0.96
H -0.637 -1.321 -3.191  0.49
H -1.664 -0.361 -2.627  0.49
O -0.426 3.570 -1.045  -0.98
H -1.310 3.225 -1.167  0.48
H 0.111 3.083 -1.671  0.49
O -1.445 -3.031 -0.389  -0.99
H -1.465 -2.352 -1.063  0.51
H -2.121 -3.654 -0.656  0.49

Cartesian forces (eV/Å) of the 3 atoms listed first:
0.02 0.06 -0.02
-0.29 -0.15 0.04
0.11 0.22 0.26